A molecular structure, C42H111N9O10 at a distorted geometry, computed with wB97M-V/def2-TZVPD.

XYZ file:
```
172
Properties=species:S:1:pos:R:3:forces:R:3
C 0.71717 5.15099 -0.67678 -0.411 1.478 0.791
C -0.15971 4.16015 0.07939 -0.734 -2.082 -0.844
C 0.60071 3.70716 1.36150 -0.761 0.439 0.089
C -0.23464 2.98273 2.49094 0.185 1.902 -1.552
C -1.45473 3.85241 2.80103 1.326 -0.562 -0.713
C -2.28048 4.21778 1.57271 -1.896 0.102 -1.058
N -1.47435 4.72416 0.41203 3.090 0.212 3.552
O -2.11003 5.20821 -0.67902 -1.448 0.010 -1.077
C -3.13972 3.05862 1.03260 0.324 2.667 2.215
C -3.24035 5.33945 2.06755 0.628 -0.176 -0.688
C -0.33884 2.87306 -0.80438 0.470 3.960 2.414
H 0.65262 6.05321 -0.06857 0.716 0.217 0.440
H 0.37305 5.59583 -1.61049 -0.341 -0.974 -0.424
H 1.75196 4.82339 -0.77668 -0.086 -0.065 0.071
H 1.34992 2.96363 1.08957 -0.014 0.777 -0.985
H 1.09271 4.61883 1.70048 0.222 -0.107 0.565
H 0.33214 2.89492 3.41784 0.069 0.055 -0.189
H -0.37401 1.98535 2.07389 -0.703 0.417 0.666
H -1.07676 4.80237 3.17894 0.183 0.038 0.266
H -1.95273 3.34979 3.63016 -0.954 0.244 -0.315
H -4.05875 2.94999 1.60853 -0.298 0.195 0.092
H -3.43445 3.18752 -0.00886 0.402 1.088 0.538
H -2.73371 2.04883 1.09235 1.409 4.045 1.969
H -2.66110 6.18713 2.43362 0.051 -0.004 0.214
H -3.85914 5.72593 1.25772 -0.264 -0.232 0.036
H -3.84700 4.91134 2.86555 -0.130 0.244 -0.049
H -0.54521 2.02935 -0.14583 1.157 2.921 0.956
H 0.51965 2.76492 -1.46723 0.311 -0.138 0.953
H -1.17854 2.92275 -1.49759 0.633 1.526 2.612
H -2.15537 6.15459 -0.52444 -0.080 0.224 -0.200
C -1.59535 -1.28138 2.73809 0.393 -0.920 4.423
C -1.36232 -0.01657 3.60713 -0.826 -1.410 1.345
C -2.06202 -0.07984 4.98520 -0.885 0.219 -1.063
O -3.46847 0.26851 4.86480 0.800 -0.704 0.923
C -4.03873 0.01210 6.16172 -0.438 -0.260 -1.389
N 0.07242 0.15085 3.70866 -5.405 0.206 1.893
H -1.26048 -1.06527 1.72357 2.515 -2.304 3.800
H -2.66186 -1.50298 2.69867 -0.240 0.148 0.072
H -1.15634 -2.15460 3.22064 0.285 -0.195 0.153
H -1.86861 0.77917 3.06074 0.454 0.487 0.282
H -1.70285 0.59684 5.76056 0.810 0.276 -0.281
H -1.87193 -1.09064 5.34610 -0.516 -0.372 0.370
H -3.48795 0.53529 6.94341 -0.003 -0.064 0.141
H -4.02584 -1.07192 6.27506 0.099 -0.079 0.619
H -5.08644 0.31235 6.14727 0.115 0.238 -0.006
H 0.58508 -0.59889 4.15043 -0.376 -0.120 0.011
H 0.25385 1.02137 4.18761 0.242 -0.270 -0.015
C -5.97812 -0.04305 -3.07082 -0.158 -1.018 -0.332
C -5.11476 -1.14711 -2.40736 -1.105 1.654 0.151
C -5.30772 -2.48098 -3.05513 0.588 -0.699 0.137
O -6.52164 -3.16159 -2.88805 -1.903 -0.673 0.178
C -6.89345 -3.71555 -1.61294 1.684 0.855 0.162
N -3.72479 -0.74331 -2.46548 -4.896 -3.425 -6.399
H -5.75172 -0.07798 -4.13648 0.471 0.576 -0.150
H -5.85291 0.94627 -2.63075 0.239 -0.080 -0.125
H -7.04427 -0.26840 -3.09577 -0.136 -0.187 0.575
H -5.42131 -1.23738 -1.36526 -0.213 0.035 0.320
H -4.53942 -3.13948 -2.64993 0.606 -0.222 -0.083
H -5.16921 -2.37544 -4.13114 0.023 -0.193 -0.139
H -5.99372 -3.92392 -1.03400 0.475 0.153 0.147
H -7.35762 -4.70171 -1.62457 -0.499 0.293 -0.892
H -7.44817 -2.99705 -1.00949 -0.354 -0.068 -0.171
H -3.50081 0.09352 -1.94620 -2.523 -0.551 -2.100
H -3.18384 -1.45712 -1.99864 -3.060 -0.301 -1.174
C -1.54974 -2.29164 -3.11673 -0.127 0.120 -1.227
C -1.75514 -1.37991 -4.36991 0.338 -2.916 0.363
C -0.89791 -0.15071 -4.32565 -1.965 -0.493 -0.568
O -1.43454 0.52848 -3.18128 5.792 4.540 -10.716
C -0.88569 1.80286 -3.09512 0.370 1.700 -0.496
N -1.35431 -2.12842 -5.54810 0.726 0.521 -0.874
H -2.02339 -1.95324 -2.19519 1.757 -1.812 -2.022
H -0.48773 -2.46565 -2.94370 -0.208 0.397 -0.166
H -1.93142 -3.29465 -3.30748 -0.542 0.428 -0.315
H -2.81448 -1.14465 -4.47256 0.363 0.397 0.238
H -1.14272 0.32549 -5.27507 0.122 0.832 0.166
H 0.18494 -0.27052 -4.29127 0.114 -0.284 0.471
H -1.48254 2.47888 -2.48284 -0.781 -1.632 -1.840
H -0.74535 2.43678 -3.97065 -0.433 -0.835 -1.116
H 0.10262 1.84202 -2.63707 -0.247 -1.083 -0.465
H -0.34468 -2.15442 -5.54023 0.227 -0.458 -0.327
H -1.69982 -3.07481 -5.61935 -0.148 0.074 0.282
C -1.54030 0.28524 0.86918 0.846 1.436 -1.149
C -1.03419 0.25515 -0.58025 0.294 -0.123 -0.793
C 0.15885 -0.63574 -0.92802 0.670 -2.015 1.215
O 1.42452 -0.32698 -0.22567 -0.999 -1.571 -8.798
C 2.55750 -1.21800 -0.48633 -0.991 -0.016 -2.414
N -2.22271 -0.05243 -1.39608 16.063 -2.310 2.851
H -2.24490 1.10087 1.03165 1.933 -2.156 -0.100
H -0.74867 0.36712 1.61398 -0.776 0.663 -1.005
H -2.01961 -0.62728 1.22369 -2.044 3.593 -3.314
H -0.71260 1.26344 -0.84113 -1.046 -3.445 -1.005
H 0.31725 -0.83360 -1.98814 -0.003 0.743 -0.157
H -0.12037 -1.60775 -0.52138 0.561 1.113 -0.570
H 3.42205 -1.00280 0.14163 -0.436 1.047 -0.264
H 3.01595 -1.16676 -1.47391 -1.298 -0.514 0.339
H 2.29613 -2.25372 -0.26933 -0.618 0.313 -1.310
H -1.95189 0.15933 -2.34578 -1.498 -1.161 2.065
H -2.21021 -1.05824 -1.48703 1.865 1.318 1.366
C 6.47735 0.05351 3.72238 0.196 -0.867 -0.412
C 5.77391 0.38137 2.38532 0.532 -1.081 1.208
C 4.41821 -0.38809 2.37899 -0.167 -0.541 -0.259
O 4.49280 -1.80637 2.12856 1.292 0.071 0.131
C 3.27547 -2.45304 1.81605 -0.011 -0.694 -0.066
N 5.71788 1.82983 2.32708 -0.273 0.356 -1.592
H 5.76545 0.22935 4.52883 0.609 -0.333 -0.052
H 7.37799 0.63674 3.91416 -0.154 0.240 -0.271
H 6.78946 -0.99078 3.70988 -0.153 -0.194 0.222
H 6.37521 0.01139 1.55487 0.107 0.032 -0.079
H 3.73094 -0.02591 1.61441 0.387 0.559 0.500
H 3.98102 -0.28801 3.37245 -0.265 0.027 -0.425
H 2.46787 -2.35898 2.54202 0.139 0.187 0.533
H 3.47453 -3.51249 1.65467 0.345 -0.156 0.470
H 2.90417 -2.13799 0.84086 0.582 -1.071 3.120
H 4.90730 2.15001 2.83754 0.753 0.035 0.222
H 5.56762 2.11467 1.36981 0.109 0.119 -0.395
C 3.18056 3.80145 4.20801 -0.744 0.429 -0.879
C 2.99152 2.29611 4.18359 -0.856 1.317 -0.028
C 2.47331 1.77318 2.82114 0.343 0.102 0.442
O 1.83981 0.51486 2.96487 4.347 0.776 -1.963
C 1.32650 0.03117 1.66120 2.120 2.247 3.776
N 4.29903 1.76384 4.52155 -1.715 -1.092 1.212
H 2.26145 4.30173 3.90301 -0.065 0.136 -0.122
H 3.95676 4.05644 3.48646 0.121 0.268 0.071
H 3.42728 4.21878 5.18425 0.233 -0.332 0.075
H 2.19937 2.07877 4.90008 -0.087 -0.370 0.447
H 3.35366 1.78203 2.17850 -0.205 -0.241 -0.535
H 1.74997 2.45770 2.37807 1.148 -0.523 0.970
H 2.11525 -0.04571 0.91281 0.941 1.241 4.423
H 0.61422 0.75871 1.27205 1.231 0.296 0.344
H 0.72845 -0.87282 1.77619 0.842 -0.155 0.386
H 4.59677 2.11023 5.42237 0.078 0.387 0.187
H 4.05646 0.80150 4.70914 0.619 -0.449 0.143
C -0.17442 -4.98630 -2.28679 -0.633 0.039 0.978
C 0.62037 -3.97628 -1.40034 -0.933 -0.333 -1.555
C -0.17580 -3.54699 -0.16563 0.311 0.074 0.225
O -1.35211 -2.82041 -0.55815 0.509 -2.250 0.540
C -2.34012 -2.63614 0.42930 -0.673 -1.394 -0.160
N 1.92448 -4.48367 -1.04747 0.182 -0.390 1.116
H 0.42886 -5.51750 -3.02297 0.128 0.317 -0.059
H -1.07514 -4.56878 -2.73679 0.619 -0.076 -0.100
H -0.61283 -5.73854 -1.63101 0.283 -0.376 0.245
H 0.77888 -3.06057 -1.96994 0.221 -0.080 -0.013
H 0.47426 -2.89311 0.41571 0.171 0.155 0.233
H -0.34764 -4.37415 0.52312 -0.664 -0.376 -0.189
H -2.09792 -1.86033 1.15563 -0.906 -2.528 -1.729
H -2.49721 -3.57881 0.95349 0.000 -0.150 0.325
H -3.27842 -2.44896 -0.09287 -0.065 0.273 0.027
H 1.76718 -5.31437 -0.49494 0.147 -0.229 0.475
H 2.44332 -4.85128 -1.83218 -0.101 0.381 -0.454
C 6.66330 -3.22428 -4.36135 -0.646 0.198 -0.389
C 5.19627 -2.78197 -4.58775 0.228 0.272 2.095
C 4.96487 -1.46513 -3.79592 -0.707 -0.713 -1.021
O 3.60415 -0.99143 -3.87596 0.513 -0.820 0.999
C 3.41703 0.06862 -2.92696 -0.477 0.384 -1.932
N 5.02192 -2.66661 -5.97548 -0.423 0.489 -2.635
H 6.77855 -4.06030 -5.05119 0.584 -0.008 0.089
H 6.99009 -3.52827 -3.36691 -0.513 0.001 0.102
H 7.28147 -2.37747 -4.65949 0.221 -0.202 -0.240
H 4.49138 -3.53745 -4.24068 -0.009 -0.135 0.897
H 5.59102 -0.65996 -4.18030 0.435 -0.085 -0.007
H 5.23413 -1.72518 -2.77222 -0.050 0.303 0.304
H 4.01039 -0.08964 -2.02642 0.376 0.791 -0.492
H 2.36269 0.10213 -2.65252 -0.002 -0.067 0.020
H 3.58367 0.98105 -3.49951 0.607 0.449 0.520
H 5.19254 -3.54408 -6.44561 0.704 -0.263 0.099
H 4.06307 -2.53802 -6.26563 -0.352 0.719 0.450
C -3.64828 1.37130 -0.55907 -3.153 -2.817 2.143
O -3.82089 -0.06153 -0.48818 -11.651 3.283 9.040
H -4.59867 1.86848 -0.75314 -0.128 -0.244 -0.516
H -3.44576 1.56496 0.49430 -2.308 -1.529 -3.529
H -2.83009 1.68303 -1.20830 -0.585 0.451 0.237
H -2.92007 -0.38755 -0.55008 -0.838 -0.089 1.984
```
Positions in Å, forces in eV/Å.

## Properties
* max |F|: 16.5 eV/A
* E_tot: -79195.5830 eV
* molar mass: 902.403 g/mol
* LUMO: 0.0141 hartree
* E_HOMO: -6.70 eV